Entry 1:
{
  "formula": "C26H43Cl2OPRu",
  "method": "ωB97M-V/def2-TZVPD",
  "species": ["P", "C", "C", "C", "C", "C", "C", "C", "C", "C", "C", "C", "C", "C", "C", "C", "C", "C", "C", "H", "H", "H", "H", "H", "H", "H", "H", "H", "H", "H", "H", "H", "H", "H", "H", "H", "H", "H", "H", "H", "H", "H", "H", "H", "H", "H", "H", "H", "H", "H", "H", "H", "Ru", "Cl", "Cl", "C", "H", "C", "C", "C", "C", "C", "C", "H", "H", "H", "H", "H", "C", "O", "H", "H", "H", "H"],
  "positions_angstrom": [[-0.139, 0.824, -0.293], [-1.793, 0.255, -0.868], [-2.259, 1.120, -2.041], [-3.688, 0.741, -2.413], [-3.847, -0.764, -2.661], [-3.283, -1.627, -1.525], [-1.841, -1.242, -1.189], [1.305, 0.155, -1.205], [1.188, 0.555, -2.672], [2.495, 0.200, -3.376], [2.872, -1.274, -3.184], [2.864, -1.716, -1.715], [1.550, -1.348, -1.026], [-0.057, 2.655, -0.248], [-1.192, 3.247, 0.604], [-1.173, 4.773, 0.496], [0.190, 5.369, 0.869], [1.345, 4.694, 0.120], [1.309, 3.168, 0.230], [-2.420, 0.431, 0.029], [-1.577, 0.953, -2.888], [-2.208, 2.186, -1.788], [-3.975, 1.316, -3.300], [-4.345, 1.045, -1.589], [-4.906, -0.994, -2.808], [-3.326, -1.025, -3.593], [-3.897, -1.492, -0.625], [-3.320, -2.689, -1.796], [-1.464, -1.835, -0.342], [-1.184, -1.450, -2.047], [2.160, 0.665, -0.721], [3.285, 0.835, -2.960], [0.978, 1.629, -2.771], [0.344, 0.007, -3.120], [2.388, 0.444, -4.439], [3.860, -1.453, -3.618], [2.157, -1.896, -3.740], [3.030, -2.800, -1.637], [3.685, -1.222, -1.177], [1.592, -1.602, 0.042], [0.716, -1.926, -1.450], [-0.197, 2.951, -1.312], [-2.177, 2.868, 0.295], [-1.074, 2.926, 1.651], [-1.409, 5.042, -0.540], [-1.962, 5.196, 1.132], [0.348, 5.260, 1.948], [0.191, 6.441, 0.651], [2.310, 5.066, 0.492], [1.282, 4.955, -0.942], [2.127, 2.742, -0.370], [1.493, 2.839, 1.265], [0.178, -0.080, 2.428], [2.439, 0.393, 2.126], [-1.982, 0.673, 2.780], [-0.332, -1.811, 1.892], [-1.408, -1.948, 1.672], [0.401, -3.066, 1.979], [1.810, -3.061, 2.085], [2.514, -4.260, 2.101], [1.821, -5.473, 2.059], [0.416, -5.485, 2.005], [-0.292, -4.306, 1.969], [2.324, -2.101, 2.140], [3.603, -4.238, 2.150], [-0.122, -6.436, 1.992], [-1.385, -4.273, 1.935], [2.373, -6.418, 2.075], [-0.492, -0.662, 5.267], [0.535, 0.023, 4.502], [-1.338, 0.031, 5.270], [-0.058, -0.769, 6.265], [-0.789, -1.608, 4.810], [1.436, -0.319, 4.663]],
  "orbital_gap_ev": [4.9, 6.8],
  "s2": 8.7866,
  "homo_ev": [-2.05, -4.03],
  "fmax_ha_per_bohr": 0.086,
  "total_charge": -1,
  "spin_multiplicity": 6,
  "e_lumo_ev": [2.82, 2.80]
}

---

Entry 2:
{
  "formula": "C26H43Cl3EuN3O3Si",
  "method": "ωB97M-V/def2-TZVPD",
  "species": ["C", "C", "H", "H", "H", "C", "C", "H", "H", "H", "H", "Eu", "Cl", "Cl", "H", "H", "C", "C", "N", "H", "C", "O", "H", "H", "H", "H", "H", "H", "C", "C", "N", "H", "C", "O", "H", "H", "H", "H", "O", "C", "C", "C", "H", "C", "H", "C", "H", "C", "C", "H", "H", "H", "Si", "Cl", "C", "C", "C", "H", "H", "H", "H", "H", "H", "H", "H", "H", "N", "C", "C", "C", "C", "C", "C", "H", "H", "H", "H", "H", "H", "H"],
  "positions_angstrom": [[-2.450, -2.337, -4.603], [-1.505, -2.537, -3.431], [-3.077, -3.219, -4.791], [-1.911, -2.156, -5.542], [-3.137, -1.509, -4.399], [-0.793, -3.729, -3.310], [-0.437, -4.648, -4.407], [-0.589, -4.096, -2.312], [0.187, -4.174, -5.179], [-1.279, -5.136, -4.919], [0.167, -5.439, -3.950], [1.429, 1.786, 0.520], [-1.240, 1.509, 1.132], [3.429, 2.975, -0.596], [0.572, 6.538, 4.558], [-1.511, 6.192, 3.999], [1.095, 6.019, 3.754], [-1.289, 5.819, 2.995], [0.079, 5.307, 2.993], [1.814, 5.312, 4.167], [0.355, 4.257, 2.223], [1.479, 3.727, 2.048], [-1.932, 4.969, 2.738], [-0.521, 3.816, 1.707], [1.633, 6.740, 3.127], [-1.427, 6.606, 2.236], [2.299, -1.263, -2.594], [2.694, -4.111, -1.173], [3.315, -1.318, -2.168], [3.608, -3.523, -0.993], [3.317, -2.094, -0.929], [3.680, -0.299, -1.973], [2.848, -1.562, 0.203], [2.301, -0.436, 0.279], [4.046, -3.843, -0.042], [2.986, -2.192, 1.093], [3.975, -1.839, -2.868], [4.308, -3.728, -1.807], [-0.971, -1.176, -2.935], [-1.906, -1.765, -2.093], [-0.146, -2.748, -0.600], [-1.460, -2.262, -0.785], [0.588, -2.571, -1.413], [0.129, -3.525, 0.542], [-2.925, -1.353, -2.126], [-2.361, -2.309, 0.297], [0.969, -4.239, 0.579], [-0.703, -3.397, 1.662], [-1.945, -2.781, 1.531], [-3.365, -1.920, 0.145], [-0.391, -3.787, 2.632], [-2.579, -2.679, 2.404], [-0.574, 2.257, -3.065], [0.560, 0.780, -1.778], [0.594, 3.753, -3.109], [-1.983, 2.874, -1.987], [-0.942, 1.493, -4.703], [0.904, 4.052, -2.093], [0.110, 4.623, -3.580], [1.506, 3.526, -3.680], [-0.048, 1.002, -5.112], [-1.259, 2.269, -5.424], [-1.756, 0.758, -4.616], [-2.682, 2.061, -1.739], [-2.529, 3.685, -2.504], [-1.596, 3.301, -1.043], [0.540, -0.758, 2.617], [0.142, -0.599, 3.906], [0.908, -1.120, 4.980], [0.526, -0.861, 6.295], [-0.637, -0.120, 6.565], [-1.406, 0.378, 5.503], [-1.033, 0.130, 4.191], [-0.092, -0.460, 1.872], [1.244, -1.449, 2.376], [1.793, -1.723, 4.748], [1.130, -1.255, 7.117], [-0.950, 0.063, 7.593], [-2.313, 0.954, 5.692], [-1.611, 0.516, 3.350]],
  "orbital_gap_ev": [6.0, 4.1],
  "s2": 12.0238,
  "homo_ev": [-5.67, -4.36],
  "fmax_ha_per_bohr": 0.073,
  "spin_multiplicity": 7,
  "e_lumo_ev": [0.37, -0.27]
}